No. 1
Below is a structure of composition C5H8O, with properties calculated with ωB97M-V/def2-TZVPD.

```
14
Properties=species:S:1:pos:R:3:forces:R:3:lowdin_charge:R:1
C 1.621 2.266 -0.031 -0.072 -0.093 0.125 -0.08
C 1.002 1.483 0.846 0.083 0.120 -0.102 -0.10
C -0.726 -2.069 0.514 -0.170 -0.024 0.211 -0.15
C -1.350 -1.025 -0.034 0.007 -0.080 0.061 -0.05
C -0.340 -1.131 -1.147 0.034 0.224 -0.309 -0.16
O 0.250 -2.270 -0.438 0.072 -0.061 0.027 -0.08
H 2.646 2.078 -0.343 -0.152 -0.001 0.058 0.05
H 1.131 3.131 -0.472 0.049 -0.131 0.081 0.05
H -0.022 1.671 1.160 0.158 -0.006 -0.066 0.05
H 1.490 0.617 1.286 -0.052 0.124 -0.084 0.06
H -2.191 -0.388 0.195 0.137 -0.125 -0.015 0.09
H -0.784 -2.710 1.388 -0.012 0.127 -0.125 0.12
H -0.706 -1.448 -2.128 0.039 0.044 0.134 0.12
H 0.389 -0.322 -1.235 -0.121 -0.117 0.003 0.10
```
Positions in Å, forces in eV/Å.

Output
LUMO	1.137	eV



No. 2
Below is a cluster of 2 separate species, C5H8O in total, with properties calculated with ωB97M-V/def2-TZVPD.

```
14
Properties=species:S:1:pos:R:3:forces:R:3:lowdin_charge:R:1
C 1.468 -0.247 0.743 -0.110 -0.056 -0.024 0.03
C 0.262 -0.651 0.385 0.086 0.019 0.030 -0.36
C -0.587 -1.359 -0.577 0.086 -0.108 -0.161 -0.10
C -1.159 -0.777 0.718 -0.055 0.028 0.207 -0.10
H 2.337 -0.424 0.112 -0.132 -0.004 0.077 0.07
H 1.628 0.281 1.681 -0.031 -0.106 -0.118 0.07
H -0.881 -0.858 -1.499 0.128 -0.054 0.188 0.10
H -0.459 -2.436 -0.659 -0.094 0.150 0.018 0.10
H -1.422 -1.457 1.523 -0.022 0.061 -0.140 0.10
H -1.805 0.095 0.613 0.205 -0.153 0.034 0.10
C 0.161 1.965 -0.759 -0.358 -0.102 -0.067 -0.17
O -1.036 1.935 -0.915 0.550 0.111 0.039 -0.02
H 0.631 2.334 0.172 -0.131 0.101 -0.166 0.08
H 0.862 1.601 -1.538 -0.123 0.115 0.082 0.09
```
Positions in Å, forces in eV/Å.

Output
LUMO	0.983	eV
SMILES	C=C1CC1.C=O



No. 3
Below is an isolated molecule of C5H8O, with properties calculated with ωB97M-V/def2-TZVPD.

```
14
Properties=species:S:1:pos:R:3:forces:R:3:lowdin_charge:R:1
O 0.211 1.954 0.401 -0.015 0.105 0.114 -0.04
C 0.040 0.965 -0.617 -0.043 -0.240 -0.305 -0.38
C -1.247 0.250 -0.276 -0.043 -0.086 0.149 -0.06
C -0.980 -0.794 0.511 -0.061 0.033 -0.123 -0.08
C 0.491 -1.143 0.511 -0.002 -0.040 0.028 -0.18
C 1.070 -0.169 -0.535 0.042 0.013 0.008 -0.14
H -0.500 1.775 1.032 0.370 0.246 0.058 0.08
H 0.070 1.487 -1.579 -0.083 -0.136 0.097 0.14
H -2.221 0.689 -0.475 0.084 -0.093 0.124 0.11
H -1.705 -1.328 1.119 0.020 -0.076 -0.289 0.10
H 0.631 -2.192 0.221 0.041 0.145 0.074 0.11
H 0.953 -1.025 1.499 -0.141 0.030 -0.115 0.11
H 1.111 -0.659 -1.517 0.010 0.075 0.174 0.12
H 2.075 0.190 -0.294 -0.178 0.024 0.006 0.11
```
Positions in Å, forces in eV/Å.

Output
LUMO	1.048	eV
SMILES	O[C@@H]1C=CCC1



No. 4
Below is a cluster of 2 separate species, C5H8O in total, with properties calculated with ωB97M-V/def2-TZVPD.

```
14
Properties=species:S:1:pos:R:3:forces:R:3:lowdin_charge:R:1
C -0.601 -0.102 2.385 0.020 -0.073 -0.030 -0.05
C 0.779 -1.251 -0.362 -0.052 0.217 -0.279 -0.05
O -0.311 -1.273 -1.107 0.120 -0.113 0.121 -0.11
C -0.523 -0.062 -1.863 0.023 0.119 -0.039 -0.16
C 0.636 0.782 -1.481 -0.023 -0.096 0.008 -0.05
C 1.378 0.091 -0.609 0.036 0.023 0.048 -0.10
H -1.504 -0.506 2.852 0.160 0.085 -0.083 0.02
H 0.041 0.340 3.151 -0.116 -0.048 -0.123 0.02
H -0.879 0.664 1.654 0.034 -0.108 0.151 0.01
H -0.061 -0.907 1.873 -0.153 0.177 0.190 -0.01
H -0.553 -0.331 -2.924 0.008 0.056 0.098 0.14
H -1.493 0.356 -1.574 0.111 -0.032 -0.029 0.14
H 0.803 1.780 -1.874 -0.017 -0.150 0.083 0.11
H 2.289 0.421 -0.121 -0.151 -0.057 -0.116 0.10
```
Positions in Å, forces in eV/Å.

Output
LUMO	0.199	eV



No. 5
Below is an isolated molecule of C5H8O, with properties calculated with ωB97M-V/def2-TZVPD.

```
14
Properties=species:S:1:pos:R:3:forces:R:3:lowdin_charge:R:1
C -1.857 1.008 -0.194 -0.094 0.223 0.047 -0.10
C -1.391 -0.434 -0.352 -0.684 -0.001 -0.010 -0.26
C 0.030 -0.617 -0.327 -0.502 -1.067 -1.979 -0.05
C 1.165 -0.953 -0.607 -0.563 0.208 0.225 -0.01
C 2.339 -0.676 0.185 -0.310 0.886 1.117 -0.24
O 1.758 0.082 1.314 1.636 0.405 0.721 -0.12
H -1.413 1.655 -0.956 -0.031 -0.108 0.097 0.08
H -2.945 1.067 -0.288 0.120 0.006 0.031 0.07
H -1.580 1.394 0.791 -0.030 -0.001 -0.105 0.07
H -1.846 -1.075 0.404 -0.145 0.010 0.026 0.12
H -1.690 -0.828 -1.330 -0.188 0.042 0.112 0.13
H 3.050 -0.066 -0.378 0.317 -0.294 0.323 0.11
H 2.765 -1.580 0.645 0.164 0.469 -0.322 0.12
H 1.614 1.022 1.093 0.310 -0.778 -0.284 0.09
```
Positions in Å, forces in eV/Å.

Output
LUMO	0.748	eV
SMILES	CCC#CCO



No. 6
Below is an isolated molecule of C5H8O, with properties calculated with ωB97M-V/def2-TZVPD.

```
14
Properties=species:S:1:pos:R:3:forces:R:3:lowdin_charge:R:1
C 1.608 -0.484 0.330 -0.056 -0.030 -0.005 -0.08
O 1.520 0.911 0.678 -0.237 -0.314 -0.219 -0.01
C 0.356 0.262 0.172 -0.012 -0.074 -0.014 -0.54
C -0.824 0.072 1.113 -0.184 -0.038 -0.338 0.00
C -1.511 -0.275 -1.098 0.464 -0.081 -0.278 0.09
C -0.253 0.595 -1.186 0.145 0.071 0.237 -0.22
H 1.732 -1.172 1.173 -0.040 0.256 -0.215 0.12
H 2.214 -0.714 -0.553 -0.172 0.137 0.267 0.12
H -1.182 1.030 1.513 0.133 -0.211 -0.086 0.11
H -0.692 -0.667 1.913 -0.031 0.207 -0.251 0.10
H -1.736 -0.229 0.427 0.297 0.025 0.532 0.05
H -1.120 -1.323 -1.101 -0.143 0.284 0.123 0.03
H -0.491 1.665 -1.271 0.053 -0.269 0.052 0.11
H 0.410 0.306 -2.017 -0.217 0.037 0.194 0.12
```
Positions in Å, forces in eV/Å.

Output
LUMO	0.001	eV



No. 7
Below is an isolated molecule of C5H8O, with properties calculated with ωB97M-V/def2-TZVPD.

```
14
Properties=species:S:1:pos:R:3:forces:R:3:lowdin_charge:R:1
C -1.560 -0.852 -0.538 0.065 0.012 0.004 -0.09
C -1.179 0.568 -0.332 -0.681 -0.029 -0.360 -0.06
C 0.060 0.995 0.176 0.586 -0.066 0.417 -0.25
C 1.225 0.162 -0.299 -0.357 0.281 0.008 -0.08
C 1.977 -0.305 0.771 0.282 -0.098 0.255 -0.33
O 1.602 -0.139 1.963 0.095 -0.124 -0.387 -0.06
H -0.864 -1.517 -0.017 -0.114 0.044 -0.048 0.09
H -2.595 -1.026 -0.214 0.195 0.044 -0.017 0.08
H -1.531 -1.124 -1.605 0.025 0.071 0.163 0.09
H -1.920 1.313 -0.645 0.223 -0.190 0.125 0.11
H 0.220 0.654 1.305 -0.147 0.172 -0.387 0.17
H 0.197 2.082 0.203 0.010 -0.172 -0.033 0.13
H 1.407 -0.042 -1.348 0.010 -0.045 0.220 0.10
H 2.960 -0.769 0.579 -0.194 0.097 0.039 0.12
```
Positions in Å, forces in eV/Å.

Output
LUMO (alpha / beta)	-1.286 / -0.272	eV



No. 8
Below is an isolated molecule of C5H8O, with properties calculated with ωB97M-V/def2-TZVPD.

```
14
Properties=species:S:1:pos:R:3:forces:R:3:lowdin_charge:R:1
C 1.357 0.289 0.760 0.054 -0.035 -0.020 -0.02
C 0.013 0.157 0.057 0.154 0.169 0.011 -0.43
C -0.514 1.416 -0.539 0.187 0.130 -0.074 -0.23
O 0.195 2.330 -0.890 -0.451 -0.201 0.310 0.05
C -0.385 -0.965 -0.904 0.012 -0.098 -0.180 -0.08
C -0.934 -0.938 0.478 -0.115 -0.010 0.122 -0.10
H 1.287 -0.122 1.775 0.079 0.046 -0.243 0.08
H 2.188 -0.201 0.241 -0.208 0.051 0.023 0.08
H 1.602 1.354 0.845 0.007 -0.259 -0.070 0.08
H -1.610 1.425 -0.737 0.106 0.035 -0.010 0.14
H -1.072 -0.669 -1.696 0.203 -0.114 0.097 0.10
H 0.357 -1.694 -1.213 -0.040 0.083 0.215 0.11
H -0.492 -1.643 1.178 -0.152 0.172 -0.048 0.11
H -1.991 -0.740 0.644 0.165 0.030 -0.134 0.11
```
Positions in Å, forces in eV/Å.

Output
LUMO	0.974	eV
SMILES	CC1(C=O)CC1



It is found that the energy relative to the best compared isomer or geometry (same formula, charge and spin) values, taken in the order of the records, are 3.258 2.967 0.880 3.325 3.348 5.620 3.855 1.266 eV.